Here is a molecular structure, C44H45N7O6PbS from the Open Molecules 2025 dataset. Energies are from the ωB97M-V functional and the def2-TZVPD basis.

Properties
E: -3129.5980 Eh
HOMO-LUMO gap: 7.55 eV
Energy relative to the best compared isomer or geometry (same formula, charge and spin): 0.0000 eV
Highest occupied orbital energy: -7.51 eV

Geometry as XYZ:
```
104
Properties=species:S:1:pos:R:3:forces:R:3
Pb -0.118 -0.020 -0.925 0.10 0.03 0.00
O 5.285 -0.527 1.320 0.02 0.06 -0.03
C 4.091 -0.617 1.200 -0.03 -0.08 0.00
N 3.532 -1.352 0.110 0.08 0.04 0.04
C 2.622 -2.328 0.410 -0.14 0.04 0.02
O 2.260 -2.558 1.546 0.03 -0.03 -0.03
C 2.079 -3.171 -0.722 -0.01 -0.03 0.03
C 2.779 -4.285 -1.163 -0.02 -0.01 0.00
C 2.187 -5.094 -2.117 0.00 0.00 -0.01
C 0.929 -4.758 -2.593 0.00 -0.01 0.00
C 0.317 -3.618 -2.101 0.00 0.00 0.00
N 0.874 -2.835 -1.177 0.02 0.00 -0.02
C 3.140 0.093 2.110 0.00 0.00 0.00
C 3.559 0.417 3.391 0.00 -0.02 0.00
C 2.686 1.128 4.198 0.00 0.00 0.00
C 1.455 1.498 3.681 0.01 0.00 0.00
C 1.138 1.136 2.378 -0.01 -0.03 0.04
N 1.961 0.439 1.602 0.02 0.02 0.01
H 3.758 -4.507 -0.759 0.00 0.00 0.00
H 2.700 -5.973 -2.486 0.00 0.00 0.00
H 0.431 -5.358 -3.342 0.00 0.00 0.00
H -0.651 -3.302 -2.473 0.00 0.01 0.00
H 4.539 0.113 3.728 0.00 0.00 0.00
H 2.965 1.395 5.209 0.00 0.00 0.00
H 0.745 2.063 4.271 0.00 0.00 0.00
H 0.189 1.417 1.935 0.03 -0.01 0.02
C -3.559 0.164 -0.595 0.00 0.01 -0.01
N -2.449 -0.180 -1.469 0.00 -0.01 0.00
C -2.701 -0.407 -2.712 -0.01 -0.01 0.01
C -1.687 -0.758 -3.640 0.01 -0.01 0.00
C -1.794 -1.110 -4.988 -0.01 0.00 0.00
C -0.494 -1.382 -5.417 0.00 -0.01 0.00
C 0.332 -1.173 -4.308 -0.01 -0.03 -0.01
N -0.378 -0.802 -3.231 0.00 0.03 -0.04
C -4.294 -1.041 -0.047 0.00 -0.01 0.00
C -3.760 -2.323 -0.093 -0.02 0.00 -0.02
C -4.480 -3.407 0.392 -0.02 0.00 -0.01
C -5.745 -3.226 0.930 0.00 0.00 -0.02
C -6.283 -1.946 0.991 0.00 0.01 -0.02
C -5.561 -0.865 0.509 -0.01 0.00 0.01
H -4.271 0.801 -1.131 0.00 0.00 0.00
H -3.164 0.764 0.225 0.01 0.01 0.02
H -3.728 -0.337 -3.080 0.00 -0.01 0.00
H -2.704 -1.154 -5.567 0.00 0.00 0.00
H -0.178 -1.681 -6.404 0.00 0.00 0.00
H 1.406 -1.290 -4.262 -0.02 0.00 -0.03
H -2.775 -2.473 -0.518 -0.01 0.00 0.00
H -4.053 -4.402 0.339 0.00 0.00 0.00
H -6.312 -4.074 1.295 0.00 0.00 0.00
H -7.272 -1.791 1.404 0.00 0.00 0.00
H -5.992 0.129 0.543 0.00 0.00 0.00
C -1.061 -3.367 1.874 -0.01 -0.02 0.00
N -1.945 -2.471 2.591 0.04 0.02 0.03
C -2.780 -3.086 3.607 -0.02 0.00 0.00
C -3.963 -2.204 3.941 0.00 0.00 0.00
C -3.473 -0.798 4.207 0.00 0.00 0.01
N -2.712 -0.318 3.071 0.00 0.01 0.00
C -2.612 1.121 2.925 0.01 0.00 0.00
C -1.931 -1.140 2.311 0.02 0.02 -0.01
O -1.230 -0.683 1.396 -0.04 -0.07 0.00
H -1.630 -4.011 1.194 0.01 0.00 0.01
H -0.524 -3.998 2.585 0.00 0.00 0.01
H -0.333 -2.798 1.309 0.03 0.03 -0.02
H -2.183 -3.293 4.505 0.00 0.00 0.00
H -3.125 -4.048 3.219 0.00 0.00 -0.01
H -4.490 -2.598 4.810 0.00 0.00 0.00
H -4.655 -2.186 3.097 0.02 0.00 0.02
H -2.868 -0.761 5.123 0.00 0.00 0.00
H -4.317 -0.120 4.350 0.00 0.00 0.00
H -3.609 1.551 2.799 0.00 0.00 0.00
H -2.009 1.374 2.060 -0.04 0.00 -0.01
H -2.160 1.566 3.819 0.00 0.00 0.00
C 4.185 -1.162 -1.198 0.02 -0.03 -0.01
C 4.044 0.261 -1.679 -0.02 0.02 0.02
C 4.978 1.233 -1.332 0.01 0.00 0.00
C 4.791 2.551 -1.727 0.00 0.00 0.00
C 3.677 2.908 -2.473 -0.02 0.01 0.01
C 2.751 1.942 -2.841 -0.01 -0.01 0.02
C 2.942 0.627 -2.444 -0.02 -0.04 -0.02
H 5.235 -1.444 -1.106 0.00 0.01 0.00
H 3.709 -1.839 -1.903 0.02 0.00 0.01
H 5.846 0.958 -0.746 0.00 0.00 0.00
H 5.520 3.302 -1.448 -0.01 0.00 0.00
H 3.524 3.939 -2.765 0.00 0.01 0.01
H 1.873 2.206 -3.414 -0.01 0.01 0.00
H 2.229 -0.130 -2.754 0.02 0.03 0.04
C 3.584 7.037 -0.434 0.00 0.00 0.00
C 2.461 6.046 -0.582 0.01 0.00 -0.02
C 2.309 4.996 0.315 0.02 -0.02 -0.01
C 1.267 4.089 0.184 -0.01 0.00 -0.02
C 0.360 4.235 -0.851 0.02 0.00 0.00
C 0.490 5.278 -1.758 0.00 0.01 0.01
C 1.538 6.172 -1.620 -0.01 0.00 0.01
S -0.929 3.041 -1.092 0.02 0.02 -0.07
O -2.109 3.747 -1.510 0.03 0.00 0.00
O -1.047 2.305 0.178 -0.02 -0.02 0.02
O -0.384 2.117 -2.119 -0.07 0.02 0.03
H 4.344 6.671 0.255 0.00 0.00 0.00
H 3.214 7.989 -0.048 0.00 0.00 0.00
H 4.061 7.238 -1.395 0.00 0.00 0.00
H 3.021 4.878 1.124 0.00 0.00 0.00
H 1.156 3.269 0.880 0.01 0.03 -0.02
H -0.232 5.385 -2.557 0.00 0.00 0.00
H 1.642 6.987 -2.328 0.00 0.00 0.00
```
Forces are in eV/Å.